Record 1
C5H10O2 as an isolated structure. Source: the OMol25 dataset; level of theory: ωB97M-V with the def2-TZVPD basis set.

```
17
Properties=species:S:1:pos:R:3:forces:R:3
C -2.3273 -0.5733 0.1402 0.121 0.070 0.175
C -1.1259 0.2736 -0.3028 0.488 -0.170 0.489
O -0.7769 1.3038 0.5620 -0.027 0.450 0.931
C 0.1962 -0.4784 -0.2693 0.750 -0.175 1.336
C 1.3995 0.2108 -0.8680 0.279 -0.032 -0.213
C 2.1066 0.2723 0.4783 0.428 -0.056 -0.351
O 0.9723 -0.1014 1.2908 -1.058 -0.624 -1.590
H -3.2184 0.0573 0.2276 0.213 -0.047 -0.021
H -2.5559 -1.3908 -0.5614 0.181 0.232 0.115
H -2.1149 -0.9979 1.1252 -0.110 -0.024 -0.033
H -1.3485 0.6257 -1.3493 0.567 -0.108 0.614
H 0.1420 0.7935 1.2339 -1.722 0.985 -1.159
H 0.2021 -1.5525 -0.1570 0.033 -0.273 -0.396
H 1.9111 -0.3785 -1.6263 0.000 0.068 -0.105
H 1.1320 1.1993 -1.2498 0.010 -0.223 0.031
H 2.5451 1.2429 0.7334 -0.236 -0.157 0.188
H 2.8608 -0.5065 0.5926 0.083 0.085 -0.011
```
Positions in Å, forces in eV/Å.

## Properties
M in g/mol: 102.13
Gap between HOMO and LUMO in eV: 9.89
2S+1: 1
Highest occupied orbital energy in eV: -9.11
Relative energy (zero: lowest compared OMol25 entry of this formula, charge and spin) in kcal/mol: 88.9
LUMO in eV: 0.787
DFT total energy in eV: -9439.186


Record 2
C4H7BrSi as an isolated structure. Source: the OMol25 dataset; level of theory: ωB97M-V with the def2-TZVPD basis set.

```
13
Properties=species:S:1:pos:R:3:forces:R:3
C 2.4595 -0.5236 -0.0323 -4.490 -3.062 0.436
C 3.6073 -0.1984 -0.0568 1.597 0.462 -0.015
C -0.0489 1.2481 0.3419 -0.432 0.744 -1.570
C 0.8531 -1.5383 0.2230 2.973 2.551 -3.131
Si -0.5169 -0.4309 -0.4831 0.073 0.693 2.504
Br 5.3803 0.2431 -0.0596 -0.725 -0.063 -0.039
H -0.1266 1.1319 1.4121 0.907 -0.598 0.511
H 0.8655 1.8009 -0.0317 -0.910 -0.989 0.731
H -0.8765 1.9498 0.2716 -0.278 0.276 -0.750
H 0.9969 -1.7480 1.2038 0.035 -0.330 3.123
H 1.0264 -2.4530 -0.3263 0.253 -0.042 -0.359
H -0.4216 -0.8527 -1.8421 -0.052 0.463 -1.216
H -1.9694 -0.6937 -0.0180 1.048 -0.105 -0.226
```
Positions in Å, forces in eV/Å.

## Properties
M in g/mol: 163.09
Gap between HOMO and LUMO in eV: 10.27
2S+1: 1
Highest occupied orbital energy in eV: -9.60
Relative energy (zero: lowest compared OMol25 entry of this formula, charge and spin) in kcal/mol: 93.1
LUMO in eV: 0.674
DFT total energy in eV: -82177.191


Record 3
C32H37BrFeGeNO2PSSe2 as an isolated structure. Source: the OMol25 dataset; level of theory: ωB97M-V with the def2-TZVPD basis set.

```
79
Properties=species:S:1:pos:R:3:forces:R:3
Fe 0.5546 -1.1601 0.8259 -0.130 -0.813 -0.193
S 1.0732 0.1994 2.7223 0.346 0.126 -0.439
C 2.6321 -0.5832 2.3064 -0.257 0.165 -0.139
C 3.7490 -0.7508 3.0950 0.018 0.143 -0.010
C 4.7939 -1.4948 2.5618 0.027 0.005 -0.005
C 4.6853 -2.0407 1.2907 -0.002 0.006 -0.058
C 3.5162 -1.8489 0.5747 0.080 0.080 0.073
N 2.5221 -1.1277 1.0882 -0.001 -0.230 0.167
H 3.7951 -0.3196 4.0843 0.003 -0.011 0.010
H 5.6925 -1.6545 3.1424 0.000 0.006 0.012
H 5.4885 -2.6229 0.8634 0.004 0.000 0.001
H 3.3500 -2.2679 -0.4096 -0.017 -0.032 0.014
Se 0.7567 -0.4953 -1.5097 0.391 0.310 0.123
P -1.3872 -0.7884 -1.5024 -0.241 0.300 0.074
Se -1.8193 -0.8713 0.6307 -0.183 0.006 0.121
C -2.1568 0.6608 -2.2609 -0.077 -0.082 -0.008
C -1.5777 1.2363 -3.3892 0.055 -0.013 -0.001
C -2.1854 2.3208 -3.9996 -0.021 0.009 0.011
C -3.3698 2.8330 -3.4852 0.022 -0.005 -0.010
C -3.9464 2.2608 -2.3609 -0.008 0.017 -0.010
C -3.3426 1.1736 -1.7474 -0.037 -0.017 0.039
C -1.9476 -2.2420 -2.3998 0.079 -0.055 0.020
C -2.9824 -3.0222 -1.8967 -0.024 0.002 0.022
C -3.4385 -4.1081 -2.6288 0.007 -0.010 -0.015
C -2.8601 -4.4142 -3.8518 0.005 0.002 0.001
C -1.8199 -3.6390 -4.3488 -0.019 -0.009 0.004
C -1.3603 -2.5532 -3.6238 0.025 0.035 -0.018
H -0.6435 0.8528 -3.7831 -0.004 -0.004 0.006
H -1.7323 2.7683 -4.8740 -0.002 0.005 -0.004
H -3.8410 3.6825 -3.9613 -0.005 0.003 0.000
H -4.8668 2.6617 -1.9583 -0.003 0.000 0.003
H -3.7911 0.7372 -0.8630 0.011 -0.007 -0.002
H -3.4218 -2.7941 -0.9338 0.010 0.009 -0.002
H -4.2428 -4.7176 -2.2398 -0.003 -0.002 0.003
H -3.2160 -5.2640 -4.4188 -0.004 -0.002 -0.002
H -1.3649 -3.8834 -5.2990 0.003 -0.003 -0.005
H -0.5381 -1.9591 -4.0055 0.001 0.003 0.009
C -0.7723 6.2139 3.5524 -0.032 0.037 0.021
C -0.5069 5.2297 2.4228 0.005 0.025 -0.038
C -1.0469 3.8372 2.7219 -0.048 -0.013 0.019
C -0.6506 2.7884 1.6817 0.019 -0.076 -0.127
Ge 1.2545 2.3388 1.7657 0.036 0.092 0.061
C 2.3929 2.2610 0.1699 -0.063 0.027 0.076
C 1.7940 2.9865 -1.0363 0.037 -0.009 -0.005
C 1.5719 4.4757 -0.8087 -0.001 0.050 0.010
C 1.1561 5.1950 -2.0851 -0.033 0.013 -0.009
H -0.3953 7.2079 3.3138 0.008 0.000 -0.006
H -0.2935 5.8876 4.4771 0.014 -0.008 0.000
H -1.8418 6.3049 3.7504 -0.007 -0.013 -0.009
H 0.5712 5.1826 2.2269 0.003 -0.017 0.053
H -0.9628 5.5952 1.4969 0.012 -0.009 -0.012
H -2.1388 3.8813 2.7703 0.001 0.028 0.019
H -0.7192 3.5247 3.7194 0.040 -0.014 -0.019
H -0.8869 3.1260 0.6684 0.026 0.028 0.009
H -1.2147 1.8637 1.8186 0.036 -0.011 0.014
H 1.9540 3.1124 2.8955 -0.015 -0.055 0.041
H 2.6046 1.2192 -0.0706 -0.021 -0.002 0.022
H 3.3395 2.7226 0.4629 0.002 -0.009 -0.017
H 0.8560 2.5043 -1.3257 -0.028 0.051 -0.010
H 2.4697 2.8611 -1.8888 0.006 -0.030 0.009
H 2.4867 4.9229 -0.4064 0.011 0.012 -0.038
H 0.8003 4.6315 -0.0472 0.010 -0.040 0.020
H 1.9479 5.1535 -2.8348 0.007 -0.014 0.003
H 0.9282 6.2442 -1.8990 0.012 0.005 0.004
H 0.2659 4.7320 -2.5174 -0.010 0.000 0.008
Br -0.1898 -7.3731 4.7625 0.002 0.005 -0.008
C 0.0858 -6.7336 3.0075 0.007 0.009 -0.045
C 0.1976 -7.6353 1.9580 -0.011 -0.015 0.055
C 0.3942 -7.1695 0.6657 0.002 0.003 -0.001
C 0.4772 -5.8095 0.4198 -0.055 -0.006 0.007
C 0.3708 -4.9198 1.4839 -0.029 -0.029 -0.055
C 0.1746 -5.3719 2.7842 0.057 -0.027 0.048
C 0.4564 -3.4748 1.2319 -0.061 0.134 -0.012
O 0.6214 -2.6287 2.1675 -0.241 0.030 0.190
O 0.3726 -2.9827 0.0656 0.249 -0.108 -0.047
H 0.1282 -8.6962 2.1551 0.002 -0.003 -0.008
H 0.4804 -7.8773 -0.1473 -0.001 0.003 -0.009
H 0.6168 -5.4290 -0.5829 0.007 0.008 0.000
H 0.0929 -4.6672 3.5997 -0.003 0.012 -0.008
```
Positions in Å, forces in eV/Å.

## Properties
M in g/mol: 896.97
⟨S²⟩: 0.823
Gap between HOMO and LUMO (spin up / spin down) in eV: 7.66 / 7.96
2S+1: 2
Highest occupied orbital energy (spin up / spin down) in eV: -11.22 / -11.15
Total charge: +1
Relative energy (zero: lowest compared OMol25 entry of this formula, charge and spin) in kcal/mol: 1.5
LUMO (spin up / spin down) in eV: -3.566 / -3.194
DFT total energy in eV: -351129.642